Entry 1:
37
Properties=species:S:1:pos:R:3 method="wB97M-V/def2-TZVPD" e_homo_ev=-9.181 fmax_ev_per_a=0.82 homo_lumo_gap_ha=0.3070 total_energy_ev=-39267.006
S -0.01160 2.38134 -0.30453
O -4.31252 2.07376 1.00640
O 4.52362 -0.78444 -2.19863
O 6.49613 0.28907 -2.43214
O -3.01594 1.81274 3.51745
O 4.67596 1.44455 -2.52831
N 0.36166 1.02500 -1.05982
N -3.31496 0.15105 1.91624
N -1.22385 1.89911 0.62548
C 7.15804 -0.96776 -2.27523
C -0.47636 0.08916 -0.60387
C -4.40050 0.92070 1.30063
C 3.24549 1.51401 -2.47937
C 5.16612 0.21897 -2.36956
C -1.38890 0.60147 0.36941
C -5.63990 0.10684 1.01981
C -1.92703 -0.27802 3.89084
C -2.78228 0.70391 3.12754
C -0.49751 -1.26971 -1.00060
C -2.32133 -1.58449 0.56317
C -1.40571 -2.08619 -0.41227
C -2.33890 -0.28509 0.95702
H -1.70181 0.12477 4.87074
H -3.04045 -2.25902 1.00704
H -5.72701 0.03659 -0.06610
H 6.86415 -1.65764 -3.06388
H 0.19946 -1.63119 -1.74169
H -1.45653 -3.13631 -0.65851
H 2.98756 2.55970 -2.62355
H -6.51618 0.63064 1.38947
H 2.87485 1.17490 -1.51832
H -1.00043 -0.43826 3.33754
H -2.43987 -1.23498 3.95636
H 6.93338 -1.40129 -1.30267
H 8.22084 -0.75756 -2.34764
H 2.80580 0.91777 -3.27605
H -5.57348 -0.90409 1.40760

***

Entry 2:
43
Properties=species:S:1:pos:R:3 method="wB97M-V/def2-TZVPD" charge=-1 e_homo_ev=-5.293 fmax_ev_per_a=9.12 homo_lumo_gap_ha=0.2898 total_energy_ev=-43761.921
Cl 38.67500 38.42500 41.21000
O 41.15500 45.71300 38.75700
O 39.57400 35.71500 39.54100
O 33.01900 34.69700 37.30000
O 44.62900 33.50600 40.26100
O 39.99800 40.25200 38.65400
O 35.46200 37.43300 41.39600
C 40.32100 42.29300 37.28500
C 43.36800 33.93200 39.93900
C 41.69700 35.70000 40.52700
C 33.57700 35.34300 38.22500
C 40.76600 44.45100 38.63600
C 34.63300 36.35500 37.99900
C 35.17200 36.99400 39.07200
C 40.15200 41.63100 38.54500
C 41.24200 34.03000 38.82500
C 34.97800 36.72000 40.38600
C 40.40100 42.29700 39.79100
C 40.59700 43.72100 39.77100
C 42.52800 33.40700 39.01700
C 33.28300 35.02500 39.53200
C 40.64600 43.76200 37.45200
C 40.89100 35.17900 39.54000
C 43.10900 35.03300 40.72500
C 33.95300 35.85000 40.70300
H 41.33500 45.84100 39.68200
H 32.54700 34.33700 39.77600
H 40.07300 41.70500 36.39400
H 44.82800 32.78300 39.54700
H 40.57000 33.50800 37.85300
H 40.30200 41.64400 40.49000
H 40.90600 44.25100 40.67300
H 41.37400 36.64200 41.11300
H 35.98500 37.82800 38.91800
H 33.84100 35.67200 41.84500
H 36.45900 37.73200 41.31000
H 42.56900 32.37600 38.48100
H 43.69300 35.52100 41.46900
H 34.50900 36.59900 36.81600
H 40.77800 44.09800 36.45300
H 39.50800 36.43800 40.17900
H 39.62500 39.96400 39.37800
H 32.81100 33.81900 37.45300

***

Entry 3:
96
Properties=species:S:1:pos:R:3 method="wB97M-V/def2-TZVPD" e_homo_ev="-5.809 / -5.954" fmax_ev_per_a=6.21 spin_multiplicity=4 homo_lumo_gap_ha="0.1940 / 0.1447" s2=3.776 total_energy_ev=-86887.610
Re -0.15022 0.04899 -0.13146
Cl 2.16854 -4.70059 2.44620
P -1.26949 0.12439 2.35606
P 2.07457 -0.43117 -1.65587
Si 0.45359 1.32103 -3.60519
Si 1.72478 3.27007 1.47991
Si -3.25807 1.91087 0.83153
C -0.75751 0.73563 -2.24768
C -2.23961 0.97099 -0.48345
C 0.52039 4.09732 2.61870
C 3.09982 -1.96627 -3.94263
C -4.98335 1.23515 1.01245
C 0.75218 -1.85317 0.88704
C 2.16354 1.01386 -2.80869
C -3.52030 -0.90461 3.97573
C -1.21856 -0.58362 -1.88852
C 3.84164 -0.60003 -0.99003
C 2.29074 4.66750 0.34189
C 1.78430 -3.19781 -2.14041
C 1.95837 -1.85409 -2.89501
C 3.31392 2.85678 2.39114
C 4.95833 0.07047 -1.83982
C 0.24413 3.17395 -3.84342
C -2.17482 -2.56155 2.58688
C -3.30299 3.73387 0.37785
C 1.02549 1.86734 0.16769
C -2.69505 -1.10433 2.67451
C -2.19624 1.71735 2.40625
C -0.32873 0.07281 4.00189
C 0.22155 0.41573 -5.21301
C -0.86462 1.00349 5.12560
C 3.89328 -0.03853 0.45783
C 1.16351 0.40819 3.72792
C -1.39135 1.64136 -1.37622
C -2.14320 -0.43571 -0.78753
H -0.78345 3.40724 -4.14299
H 2.79661 -2.71234 -4.68864
H -0.62607 0.86560 -5.74044
H -2.81483 1.89316 3.29613
H -2.29382 4.17449 0.36993
H -2.82262 -1.20699 -0.43290
H 2.93762 0.96808 -3.58207
H 1.79384 -4.01116 -2.88201
H 1.55058 -0.20290 2.90142
H 4.93476 -0.26885 -2.88029
H 3.54178 3.70096 3.05224
H 0.83388 -3.20708 -1.60657
H 1.78583 -2.22831 0.68626
H 3.27346 -1.01116 -4.47378
H -2.99983 -3.23820 2.86016
H 1.28775 1.47206 3.49416
H 1.03143 4.95347 3.07547
H -2.94133 -1.20084 4.87132
H 0.17813 3.44441 3.41734
H 3.27849 1.95259 3.00754
H -3.91805 4.25910 1.12394
H -0.30089 0.78732 6.04622
H -4.40299 -1.55562 3.91566
H 4.85776 -0.31368 0.91291
H 0.14980 -2.72710 0.50880
H 1.74863 0.18848 4.63825
H 2.61131 -3.36729 -1.41670
H -3.87772 0.13616 4.08975
H 1.44072 5.06124 -0.23185
H 2.04308 1.72543 -0.23647
H 2.70772 5.47157 0.95510
H -0.70808 2.06548 4.87123
H -3.35572 -0.91592 1.81685
H -0.33882 4.49246 2.05750
H 0.48168 3.73071 -2.92378
H -1.84812 -2.78328 1.57119
H 2.37926 1.90959 -2.19583
H 0.70120 -2.04404 1.98757
H 5.93222 -0.21099 -1.40732
H 4.87269 1.16911 -1.80485
H -5.38721 1.54199 1.98431
H -0.39321 -0.96377 4.33260
H 3.06440 4.31209 -0.35185
H 0.60753 2.63626 -0.54746
H 1.12093 0.54285 -5.82646
H 4.04202 -2.31265 -3.47898
H 4.15388 2.76313 1.69169
H 0.02518 -0.65494 -5.08027
H -1.24477 2.75092 -1.39923
H -1.32840 -2.73348 3.28861
H -1.10000 -1.47954 -2.49342
H 3.08621 -0.45412 1.06737
H -5.60562 1.67145 0.22381
H -3.75538 3.86892 -0.61014
H -1.92614 0.82663 5.32508
H 1.02477 -1.62647 -3.42545
H 0.92887 3.49812 -4.64081
H -1.43897 2.51939 2.36633
H 4.01804 -1.67559 -0.94552
H -5.03085 0.14197 0.93224
H 3.83264 1.05922 0.45743

***

Entry 4:
82
Properties=species:S:1:pos:R:3 method="wB97M-V/def2-TZVPD" charge=+1 e_homo_ev="-10.911 / -11.137" fmax_ev_per_a=0.76 spin_multiplicity=3 homo_lumo_gap_ha="0.2456 / 0.2708" s2=2.021 total_energy_ev=-95423.519
Mo 0.95983 1.35497 -0.38754
S 2.74223 -0.20716 -4.61084
S 2.68193 1.04342 -1.93051
P 0.36834 -0.40715 2.48800
F 3.96817 0.74842 0.96849
F 5.41541 5.10215 1.88581
F 1.31806 4.43578 -0.28761
F 5.79588 2.42060 2.00458
F 3.17499 6.11210 0.74194
O 0.95045 0.61650 1.51418
O -0.74941 2.05422 0.08726
N -0.15410 0.92132 -2.25886
N 0.51216 0.41241 -3.36705
C 0.74776 -2.66520 -4.50993
C -1.45866 0.88414 -2.42984
C -2.40210 -0.59043 2.44498
C -0.04371 -3.15820 2.47750
C 4.69832 2.91324 1.43349
C -1.28607 0.09134 2.93169
C 2.64095 0.09704 3.94801
C 3.41590 0.04971 5.09796
C -1.97800 2.23941 -0.39339
C 1.35952 -0.44779 3.96247
C -4.59508 2.58358 -1.25777
C -1.44422 1.23649 3.71436
C 2.91221 -0.53727 6.25019
C -0.31073 -2.13768 -6.59140
C 0.62887 -1.82761 -5.61019
C -4.16562 3.17525 -0.06637
C 0.33185 -3.36668 -0.27342
C 1.62792 -1.06756 6.26866
C 0.84380 -1.01946 5.12833
C 2.42641 3.92223 0.27953
C 0.01745 -4.49176 0.47562
C 1.44551 -0.56794 -5.81389
C -2.71755 1.69025 4.01262
C 0.45795 -2.13757 0.35493
C -2.01371 0.11312 -3.59536
C -1.00047 -4.08789 -5.36858
C -0.16731 -4.38811 1.84917
C -2.38454 1.62359 -1.57822
C -3.67514 -0.12718 2.74862
C -1.12298 -3.25463 -6.47239
C -0.05910 -3.79209 -4.39437
C 0.26740 -2.02503 1.72641
C 3.36005 4.79672 0.79366
C -3.71553 1.82002 -1.98984
C -2.86880 2.99745 0.35822
C 1.78067 0.39062 -3.30202
C 2.57811 2.54961 0.31862
C 3.73919 2.07433 0.89915
C 4.50539 4.28276 1.37692
C -3.82930 1.00780 3.53208
H -4.84787 3.77554 0.52079
H -0.40622 -1.49585 -7.46074
H 0.71582 -1.26291 -0.22423
H -1.97864 0.72525 -4.49966
H -2.84633 2.57302 4.62521
H -5.60730 2.72667 -1.60864
H 4.41248 0.47054 5.09043
H 1.96959 -0.60295 -6.76999
H -0.07877 -5.45396 -0.01011
H 0.48194 -3.44243 -1.34228
H 0.05878 -4.45429 -3.54546
H -0.40518 -5.26824 2.43143
H -0.17291 -1.39413 5.15665
H -4.82323 1.36156 3.77433
H -2.50205 3.43470 1.27870
H -2.27814 -1.47505 1.83384
H 0.78899 0.30146 -5.82881
H -1.41025 -0.76846 -3.78760
H -0.18540 -3.08692 3.54838
H -4.54361 -0.65480 2.37723
H -1.62486 -4.96698 -5.27736
H 3.51976 -0.57429 7.14491
H -0.57463 1.76302 4.09036
H -4.05698 1.38911 -2.91807
H 3.02419 0.54942 3.04654
H -1.84423 -3.48065 -7.24705
H -3.04014 -0.18317 -3.40891
H 1.23391 -1.50681 7.17537
H 1.49071 -2.45463 -3.74935